--- P ---
Molecular formula: C5H10N2O
Method: DFT, ωB97M-V/def2-TZVPD

Properties
HOMO level = -9.0 eV

The geometry in XYZ format:
```
18
Properties=species:S:1:pos:R:3:nbo_charge:R:1
C 1.879 -0.910 0.067 -0.6336
C 0.958 0.125 -0.520 0.0746
O 1.322 1.434 0.018 -0.3659
N 0.233 2.203 -0.166 -0.1147
C -0.835 1.547 -0.299 -0.0140
C -0.489 0.163 -0.098 0.0083
C -1.462 -0.917 -0.608 -0.6026
N -0.587 0.058 1.380 -0.8408
H 2.941 -0.651 -0.106 0.2303
H 1.762 -0.978 1.165 0.2328
H 1.640 -1.893 -0.401 0.2181
H 1.012 0.164 -1.603 0.1868
H -1.867 2.044 -0.486 0.2301
H -2.502 -0.632 -0.245 0.2103
H -1.093 -1.840 -0.078 0.2344
H -1.424 -0.913 -1.678 0.2121
H -1.508 0.319 1.737 0.3603
H 0.020 0.677 1.920 0.3732
```

***

--- Q ---
Molecular formula: C5H10N2O
Method: DFT, ωB97M-V/def2-TZVPD

Properties
HOMO level = -8.2 eV

The geometry in XYZ format:
```
18
Properties=species:S:1:pos:R:3:nbo_charge:R:1
C -1.882 -1.457 0.129 -0.6410
C -0.979 -0.374 -0.204 -0.0524
C -1.454 1.127 -0.032 -0.6322
C 0.245 -0.715 -0.058 -0.0333
N 1.301 0.138 0.127 -0.3043
N 1.088 1.568 0.004 -0.6245
C 2.621 -0.259 0.157 0.5159
O 3.006 -1.415 -0.151 -0.5890
H -2.405 -1.667 -0.812 0.2072
H -2.744 -1.317 0.722 0.2287
H -1.355 -2.403 0.307 0.2206
H -2.560 0.763 -0.540 0.2015
H -0.905 1.909 -0.583 0.2420
H -1.456 1.267 1.228 0.2306
H 0.632 -1.761 -0.025 0.2295
H 2.088 1.980 0.532 0.3476
H 1.463 1.917 -0.971 0.3456
H 3.294 0.700 0.170 0.1076
```

***

--- R ---
Molecular formula: C5H10N2O
Method: DFT, ωB97M-V/def2-TZVPD

Properties
HOMO level = -8.8 eV

The geometry in XYZ format:
```
18
Properties=species:S:1:pos:R:3:nbo_charge:R:1
C 1.232 0.809 -0.855 -0.7461
C 1.344 -0.447 -0.043 0.6246
C 2.016 -0.284 1.294 -0.7210
O 0.900 -1.507 -0.420 -0.5854
H 1.162 0.575 -1.914 0.2369
H 2.060 1.486 -0.666 0.2202
H 0.299 1.301 -0.559 0.2690
H 1.902 -1.185 1.891 0.2345
H 1.593 0.568 1.821 0.2308
H 3.076 -0.092 1.138 0.2359
C -1.929 1.534 0.327 -0.6488
C -2.154 0.303 -0.036 0.3282
N -2.538 -0.820 -0.293 -0.2521
N -1.949 -1.824 -0.984 -0.6336
H -1.567 1.773 1.313 0.2238
H -2.162 2.360 -0.324 0.2276
H -2.356 -2.711 -0.714 0.3655
H -0.928 -1.838 -0.976 0.3902
```

***

--- S ---
Molecular formula: C5H10N2O
Method: DFT, ωB97M-V/def2-TZVPD

Properties
HOMO level = -8.6 eV

The geometry in XYZ format:
```
18
Properties=species:S:1:pos:R:3:nbo_charge:R:1
N -0.280 -0.239 2.868 -0.4491
C -0.146 -1.390 2.291 0.1827
C -0.464 0.534 1.723 -0.1052
C -0.638 -0.204 0.565 0.0633
N -0.289 -1.478 0.992 -0.5262
C -0.961 1.567 -1.110 -0.5986
C -0.926 0.063 -0.858 -0.4342
H 0.241 -2.217 2.886 0.1849
H -0.385 1.614 1.602 0.2021
H -0.228 -2.357 0.472 0.4228
H -1.882 2.004 -0.691 0.2137
H -0.951 1.742 -2.199 0.2137
H -0.093 2.081 -0.663 0.2057
H -1.899 -0.353 -1.185 0.2187
H -0.142 -0.357 -1.516 0.2052
O 2.979 -0.685 -1.921 -0.9424
H 3.757 -0.083 -1.901 0.4733
H 2.308 -0.242 -1.354 0.4697
```

***

Tell me which of them is the most stable. Sure, it is S.